{
  "formula": "C25H28N2O4S",
  "method": "ωB97M-V with the def2-TZVPD basis set",
  "smiles": "CCOc1cc(/C=C/c2nc3cc(C)c(C)cc3s2)ccc1OCC(=O)N1CCOCC1",
  "total_energy_ha": -1778.10390,
  "e_homo_ev": -7.60,
  "spin_multiplicity": 1,
  "orbital_gap_ev": 7.413,
  "total_charge": 0,
  "symbols": ["C", "C", "O", "C", "C", "C", "C", "C", "C", "O", "C", "C", "O", "N", "C", "H", "C", "O", "C", "H", "C", "H", "H", "H", "H", "H", "H", "H", "H", "H", "H", "C", "C", "C", "N", "C", "C", "C", "C", "C", "C", "S", "H", "C", "H", "H", "H", "C", "H", "H", "H", "H", "H", "H", "H", "H", "H", "H", "H", "H"],
  "coordinates": [[2.448600, 4.351432, -0.089365], [3.135695, 3.133334, 0.520101], [3.578584, 2.216434, -0.462302], [2.768006, 1.215196, -0.893348], [1.404074, 1.153332, -0.652937], [0.593184, 0.135936, -1.167361], [1.189637, -0.835455, -1.972879], [2.547633, -0.802832, -2.201109], [3.360889, 0.186131, -1.654068], [4.693054, 0.066081, -1.946524], [5.667511, 0.600511, -1.069837], [5.504117, 0.200942, 0.400545], [5.536869, 1.042480, 1.278784], [5.340143, -1.109913, 0.674570], [5.405392, -2.228430, -0.240772], [5.484871, -1.890695, -1.270702], [4.144883, -3.089354, -0.075369], [3.976994, -3.507462, 1.258593], [3.876345, -2.397457, 2.121501], [3.743157, -2.800646, 3.126275], [5.136861, -1.533873, 2.047831], [5.043428, -0.643107, 2.669495], [6.002046, -2.121893, 2.375514], [2.998483, -1.790518, 1.850275], [4.225426, -3.998499, -0.673322], [3.265739, -2.512851, -0.401088], [6.284973, -2.834418, 0.014657], [5.681469, 1.693593, -1.103456], [6.622830, 0.219279, -1.446781], [3.021624, -1.554278, -2.814234], [0.598567, -1.620076, -2.415539], [-0.815946, 0.156097, -0.854872], [-1.730228, -0.769857, -1.199066], [-3.105792, -0.651540, -0.836738], [-3.642056, 0.315276, -0.180409], [-4.974615, 0.143685, 0.006689], [-5.830315, 1.016756, 0.673776], [-7.173107, 0.718727, 0.791003], [-7.687329, -0.471249, 0.238521], [-6.848428, -1.348100, -0.427899], [-5.504668, -1.045073, -0.544901], [-4.239005, -1.943893, -1.318303], [-7.236842, -2.260987, -0.853840], [-9.144070, -0.794100, 0.368118], [-9.370837, -1.745298, -0.106234], [-9.432689, -0.852270, 1.417169], [-9.751900, -0.020033, -0.099489], [-8.086394, 1.665826, 1.508446], [-8.879344, 2.011220, 0.845880], [-8.556837, 1.175706, 2.360242], [-7.535137, 2.530444, 1.868104], [-5.423310, 1.924005, 1.092407], [-1.470016, -1.652408, -1.764024], [-1.167126, 1.001308, -0.277696], [0.932044, 1.920235, -0.059311], [2.486558, 2.633595, 1.247454], [4.052338, 3.435568, 1.034516], [1.546791, 4.068553, -0.627240], [2.185208, 5.052475, 0.697886], [3.121980, 4.842380, -0.787360]],
  "forces_ev_per_a": [[0.2, -0.4, 0.0], [-0.1, 0.4, 0.3], [-0.1, -0.3, -0.5], [0.3, -0.1, -0.1], [-0.2, -0.1, 0.0], [0.8, 0.0, -0.2], [-0.1, 0.2, 0.1], [0.1, 0.2, 0.1], [-0.3, 0.0, 0.1], [-0.3, 0.2, -0.2], [0.3, 0.4, 0.2], [0.0, 0.0, -0.2], [0.1, 0.4, 0.1], [-0.1, -0.3, 0.2], [-0.2, -0.3, -0.2], [0.0, 0.0, 0.1], [0.2, 0.1, -0.3], [0.0, -0.2, 0.0], [0.2, 0.2, 0.2], [0.0, 0.1, 0.0], [-0.3, 0.0, 0.2], [0.0, -0.1, 0.0], [0.0, 0.0, 0.0], [0.1, 0.0, 0.0], [0.0, 0.1, 0.0], [0.1, -0.1, 0.0], [-0.1, 0.0, -0.1], [0.0, -0.3, 0.1], [-0.1, 0.0, 0.1], [0.1, -0.1, -0.1], [-0.1, -0.1, -0.1], [-0.9, -0.4, -0.1], [1.1, 0.3, 0.0], [-1.2, -0.4, 0.0], [0.9, 0.5, 0.1], [-0.9, -0.7, -0.2], [0.0, -0.1, -0.1], [0.1, 0.0, 0.0], [0.1, -0.2, -0.1], [-0.1, 0.1, 0.1], [0.4, 0.3, 0.1], [0.2, 0.6, 0.3], [-0.1, -0.1, 0.0], [0.0, 0.0, 0.0], [-0.1, 0.0, 0.0], [-0.1, 0.0, 0.1], [-0.1, 0.0, 0.0], [0.0, 0.0, 0.0], [-0.1, 0.1, 0.0], [-0.1, 0.0, 0.1], [0.0, 0.1, 0.0], [0.0, 0.1, 0.1], [0.2, -0.1, -0.1], [-0.1, 0.1, 0.1], [0.0, 0.1, 0.1], [0.1, 0.0, 0.0], [-0.2, -0.1, 0.0], [-0.1, 0.0, 0.0], [0.0, 0.1, 0.1], [0.0, 0.1, -0.1]],
  "nbo_charge": [-0.63, -0.06, -0.51, 0.24, -0.21, -0.12, -0.15, -0.26, 0.25, -0.50, -0.16, 0.66, -0.63, -0.43, -0.25, 0.23, -0.08, -0.52, -0.08, 0.20, -0.26, 0.25, 0.19, 0.17, 0.20, 0.18, 0.19, 0.23, 0.20, 0.22, 0.20, -0.11, -0.26, 0.09, -0.45, 0.17, -0.21, -0.02, -0.01, -0.20, -0.24, 0.34, 0.21, -0.63, 0.22, 0.22, 0.22, -0.63, 0.22, 0.22, 0.22, 0.22, 0.21, 0.22, 0.21, 0.18, 0.21, 0.21, 0.22, 0.22]
}

{
  "formula": "C25H28N2O4S2",
  "method": "ωB97M-V with the def2-TZVPD basis set",
  "smiles": "CCCN(C(=O)CSc1cc(-c2ccccc2)c2ccc(OC)cc2n1)[C@@H]1CCS(=O)(=O)C1",
  "total_energy_ha": -2176.30966,
  "e_homo_ev": -8.43,
  "spin_multiplicity": 1,
  "orbital_gap_ev": 8.464,
  "total_charge": 0,
  "symbols": ["C", "C", "H", "H", "C", "N", "C", "O", "C", "H", "H", "S", "C", "N", "C", "C", "C", "C", "C", "C", "C", "C", "H", "C", "C", "C", "C", "C", "C", "H", "H", "H", "H", "H", "H", "H", "O", "C", "H", "H", "H", "H", "C", "C", "H", "H", "S", "O", "O", "C", "C", "H", "H", "H", "H", "H", "H", "H", "H", "H", "H"],
  "coordinates": [[-1.671102, -3.232539, 1.628185], [-1.264686, -2.146837, 0.637860], [-0.339221, -2.447170, 0.149024], [-1.057724, -1.213962, 1.162048], [-2.379055, -1.939549, -0.400598], [-2.364188, -0.663148, -1.090444], [-1.794602, -0.436402, -2.310234], [-1.944302, 0.621723, -2.899039], [-1.185660, -1.593399, -3.087544], [-1.947797, -2.347892, -3.291540], [-0.843810, -1.169451, -4.033083], [0.217925, -2.505513, -2.380712], [1.050849, -1.192711, -1.565214], [0.424166, -0.052298, -1.530211], [1.000744, 0.994644, -0.912398], [0.318823, 2.223383, -0.946256], [0.869832, 3.328178, -0.342328], [2.123220, 3.219863, 0.304433], [2.795583, 2.033769, 0.342700], [2.252451, 0.875488, -0.249836], [2.892698, -0.394360, -0.268260], [2.294927, -1.425615, -0.954217], [2.741939, -2.406011, -1.003504], [4.168422, -0.627590, 0.428306], [5.251888, -1.160409, -0.263459], [6.449887, -1.393641, 0.386372], [6.575479, -1.110837, 1.736256], [5.496710, -0.595201, 2.435114], [4.299958, -0.351558, 1.786522], [3.453503, 0.034963, 2.335982], [5.587445, -0.382046, 3.490100], [7.510714, -1.295121, 2.243466], [7.287644, -1.798708, -0.161759], [5.154129, -1.373866, -1.318002], [3.764981, 1.978443, 0.814606], [2.535111, 4.111469, 0.750095], [0.311230, 4.562763, -0.315370], [-0.912213, 4.754831, -0.987208], [-1.149944, 5.810842, -0.871379], [-1.709292, 4.150172, -0.543431], [-0.827100, 4.512601, -2.050194], [-0.609571, 2.246010, -1.491346], [-3.163700, 0.437514, -0.569327], [-4.640600, 0.093890, -0.444895], [-5.273164, 0.951119, -0.651785], [-4.942186, -0.750243, -1.055505], [-4.913982, -0.309191, 1.317215], [-5.021948, -1.733371, 1.505422], [-5.982395, 0.498308, 1.835142], [-3.306383, 0.279582, 1.952336], [-2.691261, 1.018668, 0.782411], [-1.600772, 1.010616, 0.814977], [-3.018492, 2.059830, 0.815994], [-2.751039, -0.595971, 2.265767], [-3.506374, 0.922088, 2.802844], [-3.037268, 1.219147, -1.329745], [-2.324941, -2.748386, -1.132128], [-3.338393, -2.030332, 0.113240], [-1.775680, -4.185408, 1.115238], [-2.625142, -2.997757, 2.096186], [-0.916278, -3.343437, 2.403084]],
  "forces_ev_per_a": [[0.1, 0.2, -0.1], [-0.2, -0.1, 0.1], [-0.1, 0.1, 0.0], [0.0, 0.1, 0.0], [0.4, -0.1, 0.2], [-0.2, 0.1, 0.0], [-0.6, 0.0, -0.3], [0.0, 0.2, -0.3], [0.5, -0.1, -0.1], [0.0, 0.0, 0.0], [-0.2, 0.0, 0.2], [-0.1, -0.3, -0.2], [-0.2, 0.3, -0.1], [0.4, -0.3, -0.1], [0.7, 0.0, 0.4], [-0.1, 0.5, 0.1], [-0.1, -0.2, -0.1], [0.1, 0.0, 0.0], [0.0, 0.3, 0.1], [-0.4, -0.1, -0.2], [-0.4, -0.2, -0.2], [0.1, 0.2, 0.1], [0.1, -0.1, 0.1], [0.2, 0.0, 0.1], [-0.1, 0.1, 0.0], [0.1, -0.1, 0.0], [0.1, 0.0, 0.0], [0.0, 0.0, 0.1], [0.0, 0.0, 0.0], [-0.1, 0.1, 0.0], [0.0, 0.0, 0.1], [0.1, 0.0, 0.0], [0.1, 0.0, 0.0], [0.0, 0.0, -0.1], [0.0, 0.1, 0.0], [0.1, 0.1, 0.1], [0.4, -0.1, 0.2], [-0.2, 0.0, -0.1], [0.0, -0.1, 0.0], [0.0, 0.0, 0.0], [0.0, 0.0, 0.0], [-0.2, 0.0, -0.1], [0.4, 0.4, -0.4], [0.1, -0.1, 0.7], [-0.1, 0.1, 0.0], [-0.1, -0.1, 0.0], [-0.2, 0.0, 0.1], [0.2, -0.3, -0.1], [-0.1, 0.5, 0.0], [-0.6, -0.2, -0.4], [0.3, 0.1, -0.2], [0.0, 0.1, 0.0], [0.0, 0.0, 0.0], [0.0, -0.1, 0.0], [-0.1, 0.0, 0.1], [-0.2, -0.2, 0.3], [-0.1, 0.0, 0.1], [0.1, -0.1, -0.2], [0.0, -0.2, 0.0], [-0.1, 0.0, 0.1], [0.0, -0.1, 0.1]],
  "nbo_charge": [-0.61, -0.42, 0.21, 0.19, -0.24, -0.47, 0.74, -0.66, -0.62, 0.24, 0.26, 0.27, 0.11, -0.50, 0.28, -0.38, 0.41, -0.28, -0.16, -0.16, 0.06, -0.29, 0.23, -0.08, -0.14, -0.22, -0.21, -0.21, -0.19, 0.22, 0.22, 0.22, 0.22, 0.21, 0.23, 0.23, -0.50, -0.25, 0.20, 0.17, 0.19, 0.25, -0.06, -0.67, 0.26, 0.26, 2.15, -0.95, -0.94, -0.66, -0.43, 0.24, 0.22, 0.24, 0.26, 0.28, 0.21, 0.23, 0.21, 0.21, 0.21]
}

{
  "formula": "C25H28N2O6S",
  "method": "ωB97M-V with the def2-TZVPD basis set",
  "smiles": "COC(=O)[C@]1(CCSC)N[C@@H](c2ccc(O)c(OC)c2)[C@@H]2C(=O)N(c3ccc(C)cc3)C(=O)[C@@H]21",
  "total_energy_ha": -1928.65465,
  "e_homo_ev": -7.97,
  "spin_multiplicity": 1,
  "orbital_gap_ev": 8.565,
  "total_charge": 0,
  "symbols": ["C", "H", "H", "H", "O", "C", "O", "C", "N", "H", "C", "C", "C", "C", "C", "C", "C", "H", "O", "C", "H", "H", "H", "O", "H", "H", "H", "H", "C", "C", "O", "N", "C", "O", "C", "H", "C", "C", "C", "C", "C", "C", "H", "H", "C", "H", "H", "H", "H", "H", "H", "C", "C", "H", "H", "S", "C", "H", "H", "H", "H", "H"],
  "coordinates": [[2.034963, 1.421364, -3.370128], [2.924421, 0.840928, -3.117274], [2.082793, 2.394684, -2.878325], [1.952492, 1.532538, -4.448454], [0.876659, 0.711718, -2.945956], [0.502016, 0.867986, -1.681935], [1.021603, 1.637244, -0.911680], [-0.655901, -0.062308, -1.277076], [-1.492240, 0.526996, -0.254871], [-1.747972, 1.484187, -0.469662], [-0.861404, 0.413064, 1.050825], [-1.876009, 0.328200, 2.165716], [-1.435688, 0.212086, 3.474999], [-2.346866, 0.134556, 4.513341], [-3.706524, 0.181293, 4.254546], [-4.154030, 0.303514, 2.929272], [-3.238276, 0.369475, 1.895430], [-3.556104, 0.459479, 0.870782], [-5.525144, 0.349221, 2.784849], [-6.043798, 0.504987, 1.488679], [-5.796312, -0.353261, 0.855789], [-7.124807, 0.564993, 1.608086], [-5.677214, 1.421988, 1.017401], [-4.599224, 0.111136, 5.277664], [-5.486690, 0.174357, 4.899327], [-2.021222, 0.043507, 5.536757], [-0.376664, 0.184443, 3.681693], [-0.191546, 1.261182, 1.263259], [-0.007110, -0.874045, 0.935751], [1.449160, -0.619471, 1.268569], [1.896901, -0.206732, 2.301558], [2.204175, -0.974548, 0.159056], [1.454594, -1.425341, -0.905893], [1.896034, -1.833917, -1.948165], [-0.007857, -1.269514, -0.534481], [-0.562794, -2.181484, -0.754812], [3.614456, -0.807303, 0.094805], [4.420242, -1.849841, -0.337470], [5.788224, -1.664378, -0.410046], [6.367566, -0.453818, -0.049236], [5.541447, 0.578510, 0.379676], [4.171294, 0.412992, 0.448853], [3.531947, 1.219905, 0.769937], [5.975214, 1.527531, 0.658844], [7.853731, -0.273157, -0.099803], [8.112966, 0.767259, -0.280401], [8.294189, -0.889593, -0.879852], [8.294460, -0.569339, 0.852616], [6.415517, -2.475853, -0.749158], [3.978209, -2.791884, -0.621397], [-0.397982, -1.651704, 1.594401], [-1.475995, -0.532312, -2.482659], [-2.155276, 0.578639, -3.272401], [-2.578861, 0.171668, -4.191821], [-1.450074, 1.365556, -3.533258], [-3.512413, 1.435246, -2.406392], [-4.709145, 0.078499, -2.258815], [-4.360524, -0.644513, -1.527208], [-5.642078, 0.521316, -1.926170], [-4.845625, -0.388256, -3.230132], [-2.230567, -1.232518, -2.119169], [-0.805338, -1.067154, -3.158382]],
  "forces_ev_per_a": [[0.4, 0.3, 0.0], [-0.1, 0.0, 0.0], [0.0, -0.1, -0.1], [0.0, 0.0, 0.1], [-0.3, -0.1, -0.2], [-0.3, 0.3, 0.0], [0.1, 0.0, 0.0], [-0.1, -0.2, -0.3], [0.2, 0.0, 0.1], [-0.1, -0.1, 0.0], [0.2, 0.0, 0.3], [0.0, 0.0, 0.1], [-0.1, 0.0, -0.1], [-0.3, 0.0, 0.0], [-0.1, 0.0, -0.3], [-0.1, 0.0, 0.3], [-0.1, 0.0, 0.1], [-0.1, 0.0, -0.2], [0.5, 0.0, 0.4], [-0.2, 0.0, -0.2], [0.0, 0.0, 0.0], [0.1, 0.0, -0.1], [0.0, 0.0, 0.0], [-0.1, 0.0, 0.0], [0.0, 0.0, 0.0], [0.0, 0.0, 0.2], [0.2, 0.0, 0.0], [-0.1, -0.2, -0.1], [-0.1, 0.2, 0.0], [-0.3, -0.2, 0.1], [0.0, 0.1, 0.2], [0.6, 0.0, 0.1], [-0.3, -0.4, 0.0], [0.0, -0.1, -0.1], [-0.1, 0.0, 0.0], [0.1, 0.0, 0.0], [0.3, 0.0, 0.0], [-0.1, 0.1, 0.1], [0.0, 0.1, 0.0], [0.0, 0.0, 0.0], [0.0, -0.1, 0.0], [-0.1, -0.1, 0.0], [-0.1, 0.1, 0.0], [0.0, 0.1, 0.0], [0.0, 0.0, 0.1], [0.1, 0.1, 0.0], [0.1, 0.0, 0.0], [0.1, 0.0, 0.0], [0.1, -0.1, 0.0], [0.0, -0.1, 0.0], [0.1, 0.0, 0.0], [0.2, 0.1, -0.1], [-0.4, 0.0, 0.3], [0.1, 0.0, -0.1], [0.0, 0.0, -0.1], [-0.2, 0.1, -0.3], [0.5, 0.3, 0.0], [-0.1, -0.1, 0.1], [-0.1, 0.0, 0.0], [-0.1, -0.1, 0.0], [0.1, -0.1, 0.0], [0.0, -0.1, 0.0]],
  "nbo_charge": [-0.27, 0.20, 0.21, 0.20, -0.51, 0.78, -0.61, 0.05, -0.64, 0.40, -0.04, -0.04, -0.22, -0.25, 0.25, 0.29, -0.31, 0.23, -0.54, -0.25, 0.17, 0.20, 0.18, -0.67, 0.49, 0.22, 0.23, 0.22, -0.32, 0.73, -0.56, -0.50, 0.71, -0.56, -0.30, 0.25, 0.10, -0.18, -0.22, -0.01, -0.23, -0.13, 0.23, 0.21, -0.63, 0.22, 0.22, 0.22, 0.21, 0.23, 0.26, -0.41, -0.52, 0.22, 0.23, 0.17, -0.74, 0.21, 0.23, 0.22, 0.21, 0.24]
}